Molecular formula: C5H10O
Method: DFT, ωB97M-V with the def2-TZVPD basis set

Summary:
strongest force on any atom = 0.41 eV/Å
energy above the lowest of the compared OMol25 structures with the same formula, charge and spin = 89.7 kcal per mole
electronic energy = -7390.874 eV
HOMO-LUMO gap = 0.3576 hartree
LUMO level = 0.0371 hartree

```
16
Properties=species:S:1:pos:R:3:forces:R:3
O -1.330910 -0.940420 0.763447 -0.1 -0.2 0.0
C -0.261835 -0.646967 -2.036865 0.0 -0.1 -0.1
C -0.243452 -0.248456 0.399842 0.3 0.1 -0.3
C -0.265505 0.433769 -0.953065 0.0 0.1 0.0
C 0.143755 0.820761 1.702488 0.1 0.3 0.2
C 1.026214 -0.319040 1.127071 0.1 -0.2 -0.1
H 0.592188 1.106327 -1.071390 -0.1 -0.1 0.1
H -1.184294 1.023565 -1.028239 0.1 -0.1 0.0
H -0.070708 0.642742 2.757585 -0.1 0.0 -0.2
H 0.394585 1.845992 1.449817 0.0 -0.2 0.0
H -0.315894 -0.191024 -3.029887 0.0 -0.1 0.1
H -1.122766 -1.308465 -1.908242 0.1 0.1 0.0
H 1.936159 -0.009564 0.618616 -0.2 -0.1 0.0
H 1.140058 -1.162516 1.802208 0.0 0.1 -0.1
H -1.086256 0.208287 1.401741 -0.1 0.1 0.1
H 0.648661 -1.254991 -1.995128 -0.1 0.1 0.0
```
Forces are in eV/Å.